Run i
Density functional theory data (the ωB97M-V functional and the def2-TZVPD basis) for the ion C5H11N2 with charge +1.

Geometry as XYZ:
```
18
Properties=species:S:1:pos:R:3
C 0.38830 -2.39676 1.51553
C -0.18227 -1.03241 1.48143
C 0.48669 -0.19500 0.60783
C 0.33666 1.33008 0.46258
N 0.67964 1.66901 -0.97858
C -0.03523 1.59264 -2.07885
N -1.32784 1.29018 -2.22435
H 0.13690 -3.00199 2.31855
H 1.52926 -2.38943 1.41821
H 0.01092 -3.00108 0.50448
H -1.01311 -0.78822 2.11439
H 1.20609 -0.55746 -0.13646
H 1.12310 1.86102 1.15914
H -0.65814 1.73450 0.66422
H 1.55602 1.97748 -1.15165
H 0.55381 1.97586 -2.98555
H -1.85978 1.39613 -3.13718
H -1.90583 1.10488 -1.49605
```

Summary:
Total charge   +1
HOMO energy   -12.7 eV
HOMO-LUMO gap   0.3413 Ha
Molar mass   99.16 g/mol
E_LUMO   -3.4050 eV

=====

Run ii
Density functional theory data (the ωB97M-V functional and the def2-TZVPD basis) for a structure of composition C5H11N2.

Geometry as XYZ:
```
18
Properties=species:S:1:pos:R:3
C -1.93671 1.06537 -0.23118
C -0.97085 -1.01314 -0.78621
C -1.24268 0.28237 0.75638
C 2.30861 0.07781 0.55571
C 1.09706 0.28845 -0.38201
N -2.10717 -0.36340 -0.13616
N -0.06218 -0.41244 0.21359
H -2.75680 1.64878 0.17484
H -1.32817 1.34648 -1.07117
H -1.15597 -2.16763 -0.55584
H -0.78822 -0.72821 -1.82517
H -1.28163 -0.07852 2.32975
H 2.14261 0.57939 1.45629
H 2.43659 -1.01338 0.80769
H 3.20452 0.51026 -0.00255
H 1.37563 -0.29388 -1.30161
H 0.70875 1.25520 -0.84085
H 0.35661 -0.98350 0.83848
```

Summary:
Total charge   +1
HOMO energy   -14.5 eV
HOMO-LUMO gap   0.3953 Ha
Molar mass   99.16 g/mol
E_LUMO   -3.7710 eV

=====

Run iii
Density functional theory data (the ωB97M-V functional and the def2-TZVPD basis) for a cluster of 2 separate species, C5H11N2 in total.

Geometry as XYZ:
```
18
Properties=species:S:1:pos:R:3
C -0.27925 0.31346 -0.64023
C 1.14806 0.25917 -0.24749
C 1.45763 -0.98246 0.51742
C 2.05465 1.41065 -0.09700
C -2.95225 -0.57779 0.56251
N 0.49099 -0.08986 -1.54322
N -2.49738 0.44761 -0.22961
H 2.47685 -1.25623 0.11546
H 1.01455 -2.00202 0.47529
H 1.37378 -0.89012 1.62966
H 2.48179 1.19129 0.87583
H 1.58606 2.36632 -0.38124
H 2.79776 1.35115 -0.93765
H -2.46019 -0.47398 1.50326
H -2.78188 -1.62092 0.08817
H -4.10622 -0.36964 0.77616
H 0.51855 -0.43896 -2.50231
H -2.32352 1.36231 0.03497
```

Summary:
Total charge   +1
HOMO energy (spin up / spin down)   -14.2 / -14.0 eV
HOMO-LUMO gap (spin up / spin down)   0.2984 / 0.3042 Ha
Molar mass   99.16 g/mol
E_LUMO (spin up / spin down)   -6.0517 / -5.7148 eV

=====

Which structure is the most stable? The one labeled run i.

=====

Run i
Density functional theory data (the ωB97M-V functional and the def2-TZVPD basis) for the ion C5H11N2 with charge +1.

Geometry as XYZ:
```
18
Properties=species:S:1:pos:R:3
C -0.47199 2.20746 -0.94247
N 0.03054 1.07607 -0.63555
C -0.09415 0.62482 0.73158
C -0.33404 1.37858 1.80523
C 0.01708 -0.87632 0.90871
C 0.82212 -1.59316 -0.20127
N 0.08964 -1.49319 -1.51286
H -0.26261 2.51940 -1.97940
H -0.74939 3.11030 -0.38306
H 0.05032 0.93576 2.71362
H -0.93563 2.26276 2.01095
H -0.96583 -1.23183 1.21916
H 0.63458 -1.04543 1.82200
H 0.97072 -2.64677 0.01832
H 1.74317 -1.03471 -0.35869
H -0.89755 -1.70089 -1.32237
H 0.42162 -2.06176 -2.28391
H -0.06858 -0.43109 -1.60997
```

Summary:
Total charge   +1
HOMO energy   -13.0 eV
HOMO-LUMO gap   0.3381 Ha
Molar mass   99.16 g/mol
E_LUMO   -3.8000 eV

=====

Run ii
Density functional theory data (the ωB97M-V functional and the def2-TZVPD basis) for the ion C5H11N2 with charge +1.

Geometry as XYZ:
```
18
Properties=species:S:1:pos:R:3
C 2.31919 -2.03923 0.25770
N 1.85498 -0.85998 0.40565
C 0.49802 -0.77140 0.85581
C -0.52777 -0.63283 0.00981
C -1.69651 0.30668 0.36130
C -1.75955 1.55709 -0.47156
N -0.33749 1.84496 -1.10084
H 1.97073 -2.92262 0.77009
H 3.18111 -2.16697 -0.41921
H 0.49468 -0.66025 1.94747
H -0.80614 -1.30787 -0.79296
H -2.64014 -0.25285 0.40568
H -1.40655 0.61756 1.37344
H -1.94350 2.47415 0.07517
H -2.34397 1.50013 -1.38604
H 0.10074 2.68785 -1.48492
H 0.28384 1.55425 -0.33274
H -0.23823 1.18661 -1.87533
```

Summary:
Total charge   +1
HOMO energy   -12.8 eV
HOMO-LUMO gap   0.3439 Ha
Molar mass   99.16 g/mol
E_LUMO   -3.4489 eV

=====

Which structure is the most stable? The one labeled run i.

=====

Run i
Density functional theory data (the ωB97M-V functional and the def2-TZVPD basis) for a cluster of 2 separate species, H6N2 in total.

Geometry as XYZ:
```
8
Properties=species:S:1:pos:R:3
N 2.34441 -0.06372 -0.09340
H 2.67997 0.47326 0.66191
H 1.61019 0.54613 -0.30278
H 1.85812 -0.86111 0.33067
N -2.04640 -0.01846 0.11632
H -1.43614 -0.57931 -0.41246
H -2.93647 -0.46476 -0.11065
H -2.07367 0.96797 -0.18962
```

Summary:
HOMO energy   -10.3 eV
HOMO-LUMO gap   0.4121 Ha
Molar mass   34.06 g/mol
E_LUMO   0.9175 eV

=====

Run ii
Density functional theory data (the ωB97M-V functional and the def2-TZVPD basis) for a cluster of 2 separate species, H6N2 in total.

Geometry as XYZ:
```
8
Properties=species:S:1:pos:R:3
N -1.62687 1.94071 -2.18486
H -0.76111 1.39436 -2.13409
H -2.32892 1.34532 -2.63572
H -1.94008 2.09299 -1.22084
N 1.38511 -1.75862 2.06074
H 1.91771 -2.48012 1.56436
H 1.81148 -1.65810 2.98741
H 1.54267 -0.87655 1.56298
```

Summary:
HOMO energy   -10.2 eV
HOMO-LUMO gap   0.4088 Ha
Molar mass   34.06 g/mol
E_LUMO   0.9708 eV

=====

Which structure is the most stable? The one labeled run ii.

=====

Run i
Density functional theory data (the ωB97M-V functional and the def2-TZVPD basis) for an isolated molecule of C3H6O3S.

Geometry as XYZ:
```
13
Properties=species:S:1:pos:R:3
C 0.50787 -0.79567 0.00707
C -0.59292 0.23955 0.29977
C -0.20890 1.54204 -0.28889
O -1.23331 2.59629 -0.25828
S 0.01602 2.84972 0.70474
O 0.83873 3.88331 0.27124
O -0.07963 2.55257 2.08204
H 0.63783 -0.89488 -1.11510
H 0.17924 -1.91970 0.34092
H 1.54401 -0.67808 0.46564
H -0.91101 0.38018 1.35899
H -1.47494 -0.03196 -0.30175
H 0.32292 1.78549 -1.20617
```

Summary:
HOMO energy   -11.1 eV
HOMO-LUMO gap   0.4350 Ha
Molar mass   122.14 g/mol
E_LUMO   0.7349 eV

=====

Run ii
Density functional theory data (the ωB97M-V functional and the def2-TZVPD basis) for an isolated molecule of C3H6O3S.

Geometry as XYZ:
```
13
Properties=species:S:1:pos:R:3
C -0.29083 -0.84110 -1.18678
C 0.61709 -0.70973 0.97437
C 0.78232 -0.14716 -0.41005
O -1.46356 -0.57296 -1.05492
O 2.06040 -0.20782 -0.94301
O -1.40085 1.19568 1.31149
S -2.25942 0.83167 0.19995
H 0.99531 0.05438 1.75023
H -0.42503 -0.81813 1.23986
H 1.13298 -1.66191 1.09283
H 0.34510 0.89593 -0.35387
H 1.81040 0.23973 -1.79854
H -1.90392 1.74143 -0.82158
```

Summary:
HOMO energy (spin up / spin down)   -8.2 / -7.8 eV
HOMO-LUMO gap (spin up / spin down)   0.2922 / 0.2638 Ha
Molar mass   122.14 g/mol
E_LUMO (spin up / spin down)   -0.2667 / -0.6083 eV

=====

Which structure is the most stable? The one labeled run i.

=====

Run i
Density functional theory data (the ωB97M-V functional and the def2-TZVPD basis) for a structure of composition H4O2Rb.

Geometry as XYZ:
```
7
Properties=species:S:1:pos:R:3
Rb 28.70151 4.64885 20.86016
O 29.16450 6.64153 22.78306
H 29.19659 7.59523 22.70784
H 29.97516 6.40909 23.23585
O 28.79668 2.44686 22.66274
H 28.13752 2.43484 23.35671
H 29.15606 1.55970 22.65771
```

Summary:
Total charge   +1
HOMO energy   -16.2 eV
HOMO-LUMO gap   0.4586 Ha
Molar mass   121.50 g/mol
E_LUMO   -3.6960 eV

=====

Run ii
Density functional theory data (the ωB97M-V functional and the def2-TZVPD basis) for a structure of composition H4O2Rb.

Geometry as XYZ:
```
7
Properties=species:S:1:pos:R:3
Rb -1.17439 -1.09129 -0.27838
O 1.61971 -1.45375 -0.37516
H 1.61951 -2.37649 -0.12062
H 2.18986 -1.02826 0.26524
O -1.35661 1.62191 0.03480
H -0.88830 2.42286 -0.20056
H -2.00978 1.90504 0.67468
```

Summary:
Total charge   +1
HOMO energy   -16.3 eV
HOMO-LUMO gap   0.4589 Ha
Molar mass   121.50 g/mol
E_LUMO   -3.7889 eV

=====

Which structure is the most stable? The one labeled run i.